Arrangement w

14
Properties=species:S:1:pos:R:3 method="wB97M-V/def2-TZVPD" gap_ha=0.3279
F 1.96441 -0.35784 1.19978
C 1.10178 -0.73515 0.16780
C -0.26878 -1.10996 0.66876
C -1.28624 0.05991 0.69970
C -1.23948 1.10305 -0.17357
C -0.10989 1.19953 -1.01386
C 0.97722 0.44500 -0.83164
Br 2.46960 0.34505 -2.04123
H 1.46898 -1.63936 -0.17266
H -0.21316 -1.57775 1.74924
H -0.60152 -1.85596 -0.00304
H -2.17797 0.18493 1.36912
H -1.95915 1.91266 0.04846
H -0.12581 2.02588 -1.66686

Arrangement x

14
Properties=species:S:1:pos:R:3 method="wB97M-V/def2-TZVPD" gap_ha=0.2816
C -2.47618 0.83969 -1.67756
C -1.40751 0.97594 -0.88885
C -0.62580 -0.09163 -0.34989
F -0.96370 -1.35854 -0.60618
C 0.60698 0.16278 0.44408
Br 1.16212 1.89457 0.86325
C 1.34032 -0.98628 0.89189
C 2.47094 -1.00403 1.59619
H -2.99958 1.70208 -2.05125
H -2.84408 -0.12808 -1.97331
H -1.06266 1.96650 -0.62242
H 0.89753 -1.93054 0.59429
H 2.93316 -1.93795 1.86328
H 2.96847 -0.10449 1.91649

Stability, descending: arrangement w, arrangement x

Arrangement w

21
Properties=species:S:1:pos:R:3 method="wB97M-V/def2-TZVPD" gap_ha="0.3045 / 0.2747" charge=+1
C -1.47564 2.43223 0.80568
C -0.30644 2.56510 0.04412
C -2.11617 1.19492 0.92688
C 0.49017 1.47718 -0.28735
C -1.37044 0.08631 0.60893
C -0.01698 0.21849 -0.00486
C -1.55673 -1.34867 0.75460
C 0.50823 -1.07249 -0.15931
N -0.40331 -1.98306 0.12346
N 2.37179 -2.04799 -1.38004
N 3.03355 -0.95942 -1.60315
H -2.10002 3.22414 1.20263
H 0.14742 3.44406 -0.16216
H -3.16677 1.09002 1.42876
H 1.36962 1.57836 -0.77000
H -1.73203 -1.68760 1.77409
H -2.65037 -1.74828 0.39631
H -0.04733 -2.91242 0.13725
H 2.68379 -2.70164 -0.62653
H 2.59908 -0.31684 -2.27748
H 3.73858 -0.53238 -0.93184

Arrangement x

21
Properties=species:S:1:pos:R:3 method="wB97M-V/def2-TZVPD" gap_ha="0.2865 / 0.2865" charge=+1
C 0.53273 0.90844 -1.58656
C 0.36194 1.27139 -0.29757
C 0.55937 -0.44868 -1.88008
C -0.50116 -1.00459 0.18110
C -0.16714 0.28886 0.64688
C -0.14152 -1.36863 -1.09432
C -0.35620 0.51917 2.06670
C -0.35376 -2.74289 -1.60295
N -2.35132 2.51002 2.48364
N -3.46725 2.61451 2.53569
N 0.34437 1.63510 2.86020
H 0.92617 1.66698 -2.35389
H 0.69405 2.19049 0.10919
H 0.96500 -0.73200 -2.88412
H -1.02718 -1.80658 0.68998
H -1.41756 -2.89771 -1.77323
H 0.13684 -2.89045 -2.63317
H -0.00357 -3.43190 -0.94055
H 1.11426 2.11195 2.52887
H 0.31472 1.19234 3.76023
H -0.67161 2.13204 2.79596

Stability, descending: arrangement x, arrangement w

Arrangement w

20
Properties=species:S:1:pos:R:3 method="wB97M-V/def2-TZVPD" gap_ha="0.3310 / 0.2218"
C -1.99972 1.48303 -0.76361
C 1.53803 0.46443 0.27725
C -0.32031 -0.64735 1.60227
C 0.73255 -1.90310 -1.09020
C 0.11247 0.22050 0.41821
C 0.72046 -0.40941 -0.82503
O -4.38196 1.93492 -0.17580
O 3.64076 1.97475 0.24721
S -2.96323 2.32945 0.10483
S 2.24556 1.95236 -0.22798
H -2.19239 0.81209 -1.59108
H 2.13577 -0.06611 1.04426
H 0.59086 -0.67549 2.39371
H -0.69337 -1.61903 1.27423
H -1.14432 -0.26131 2.15623
H 0.37911 -2.40552 -0.10975
H -0.00619 -2.08704 -1.80378
H 1.69669 -2.31148 -1.49820
H -0.58615 0.99816 0.18777
H 0.49537 0.21614 -1.62053

Arrangement x

20
Properties=species:S:1:pos:R:3 method="wB97M-V/def2-TZVPD" gap_ha="0.2602 / 0.2979"
C 1.38150 -0.21827 -0.37431
C -2.06272 1.31568 -1.00019
C -2.75887 0.01409 -1.21400
C -0.96473 -0.19332 0.78199
C -0.48676 -0.80066 2.10691
C 3.67135 -0.01764 -0.17309
O 1.29851 -0.67419 -1.47966
O 2.40019 0.06606 0.34300
S -1.59442 1.44252 0.78860
S -1.94080 -1.28939 -0.18756
H -1.08371 1.38366 -1.40856
H -2.54203 2.29588 -1.13505
H -3.80338 0.07421 -1.08875
H -2.54818 -0.19923 -2.27453
H -0.46383 -1.89809 1.87385
H -1.10435 -0.64519 3.03313
H 0.57667 -0.57890 2.28686
H 4.39546 -0.20914 0.73865
H 4.08673 0.94561 -0.61915
H 3.54340 -0.81368 -0.99816

Stability, descending: arrangement x, arrangement w